This record from OMol25 describes a structure of composition C36H44Cl4CrGeN3O2PSb. The level of theory is wB97M-V/def2-TZVPD.

Values from the calculation:
Energy relative to the best compared isomer or geometry (same formula, charge and spin) (eV): 0.000
LUMO energy (spin up / spin down) (Eh): -0.0080 / -0.0129
Largest force on an atom (Eh/bohr): 0.0132
Calculated total energy (a.u.): -7256.81166

```
! RIJCOSX wB97M-V def2-TZVPD def2/J DEFGRID3
* xyz 0 6
Sb 2.245 0.330 -1.697
Ge 3.846 -1.565 1.977
Cr 0.548 -1.023 1.711
Cl -0.753 -3.039 2.176
Cl 2.181 -1.743 3.685
Cl 4.820 -3.533 2.345
Cl 2.122 -2.458 0.462
P -1.571 0.010 2.433
O -0.282 -2.092 -2.373
O -0.710 -1.084 -0.484
N 3.617 4.640 1.118
N 1.554 0.686 1.769
N 2.906 2.966 5.208
C -1.660 3.907 4.850
C -0.628 2.991 5.016
C -4.947 0.202 -0.682
C -0.642 -4.183 -3.606
C -2.406 -2.561 -1.215
C -3.204 -1.816 5.764
C -1.079 -1.861 -1.344
C -4.094 -0.699 1.380
C -1.927 -2.085 -4.213
C -0.625 -2.665 -3.680
C 1.498 2.272 -2.434
C -2.874 -0.863 4.810
C 2.063 1.667 2.132
C 0.102 1.960 -2.979
C -5.092 -0.637 0.409
C 5.256 0.821 -1.475
C -0.612 1.831 4.257
C -2.673 3.664 3.934
C 0.537 -2.208 -4.547
C -1.632 1.579 3.337
C -2.962 0.095 1.266
C 1.385 3.172 -1.205
C 2.324 2.974 -3.501
C 3.198 3.809 1.798
C -2.819 0.937 0.160
C 4.546 0.496 -3.855
C -2.796 -3.131 5.606
C 2.813 2.885 4.061
C -2.051 -3.505 4.496
C -3.806 0.992 -0.808
C 4.552 -1.439 -2.297
C -2.664 2.499 3.179
C -1.737 -2.535 3.568
C 4.307 0.067 -2.409
C -2.133 -1.209 3.686
C 2.683 2.789 2.646
H -0.425 2.891 -3.230
H -1.920 -0.997 -4.121
H -2.806 -2.481 -3.707
H 0.265 -4.543 -3.119
H -2.013 -2.335 -5.271
H 0.196 1.117 4.390
H 5.077 1.898 -1.491
H 5.549 -1.680 -2.685
H -5.976 -1.254 0.508
H 0.403 -2.568 -5.568
H -4.220 -1.353 2.234
H -1.930 1.550 0.059
H 5.158 0.482 -0.441
H 1.829 3.911 -3.793
H -3.462 2.312 2.473
H -3.686 1.645 -1.663
H 3.823 -2.019 -2.871
H 6.298 0.649 -1.777
H -3.476 4.378 3.809
H 4.507 -1.790 -1.264
H -0.669 -4.584 -4.620
H 5.532 0.138 -4.180
H -2.470 -3.487 -1.777
H -5.717 0.240 -1.442
H 0.151 1.352 -3.887
H -1.506 -4.580 -3.073
H 3.803 0.074 -4.538
H -1.669 4.817 5.438
H -3.041 -3.873 6.353
H -0.505 1.413 -2.248
H -2.570 -2.759 -0.158
H -3.769 -1.527 6.640
H 0.174 3.180 5.715
H -3.193 -1.881 -1.546
H -1.705 -4.521 4.367
H 0.596 -1.119 -4.559
H 4.539 1.576 -3.973
H 3.317 3.237 -3.132
H 0.754 2.723 -0.430
H 2.439 2.368 -4.400
H 2.359 3.381 -0.763
H 0.939 4.138 -1.479
H 1.478 -2.592 -4.153
H -3.182 0.167 4.941
*
```

---

This record from OMol25 describes a structure of composition C36H44ClGeMoN4PS3 in a non-equilibrium geometry. The level of theory is wB97M-V/def2-TZVPD.

Values from the calculation:
Energy relative to the best compared isomer or geometry (same formula, charge and spin) (eV): 1.063
LUMO energy (spin up / spin down) (Eh): -0.2068 / -0.2314
Largest force on an atom (Eh/bohr): 0.0265
Calculated total energy (a.u.): -5757.86558

```
! RIJCOSX wB97M-V def2-TZVPD def2/J DEFGRID3
* xyz 2 3
Mo 0.188 -0.733 0.786
Ge -2.286 -1.273 1.939
Cl 3.455 -5.362 2.113
S -0.389 1.694 0.745
S -3.154 2.621 -0.571
S -1.717 4.275 2.230
P 2.617 -0.316 -0.073
N 4.488 1.199 -1.366
N 4.615 -1.214 -1.703
N 5.302 -0.240 0.429
N 0.843 -2.921 0.457
C 1.643 -5.561 0.100
C 0.047 -3.789 4.410
C 4.732 0.110 -2.313
C -5.393 -4.711 1.062
C -2.546 0.791 3.964
C -0.784 -1.966 3.045
C 5.404 1.060 -0.234
C 4.032 -0.398 1.122
C -0.929 -3.244 3.588
C 1.201 -3.074 4.715
C -3.729 4.155 0.206
C -4.407 2.293 4.165
C 3.241 -1.517 -1.330
C -2.726 5.050 0.934
C -0.040 4.314 1.532
C -4.276 0.788 2.293
C -3.074 0.279 2.780
C -3.364 -3.573 0.464
C -3.208 1.794 4.654
C 3.100 1.245 -0.940
C 0.638 2.942 1.556
C -4.938 1.793 2.983
C -5.585 -3.821 2.109
C -0.423 2.223 -0.998
C 1.382 -1.809 4.174
C -4.666 -2.806 2.333
C 0.402 -1.276 3.343
C -4.283 -4.585 0.237
C 5.521 -1.299 -0.558
C -1.408 -0.901 0.023
C 0.664 -4.998 -0.702
C 0.291 -3.681 -0.497
C -1.611 3.129 -1.361
C 2.221 -4.764 1.079
C -3.546 -2.676 1.512
C 1.799 -3.455 1.226
H -1.722 3.105 -2.446
H 5.745 0.219 -2.702
H 1.959 -6.587 -0.030
H -1.401 4.162 -1.098
H -2.167 -0.876 -0.762
H -4.237 4.765 -0.543
H 6.544 -1.214 -0.925
H 0.737 2.591 2.586
H -5.885 2.167 2.614
H -4.834 -2.108 3.147
H 1.945 -3.502 5.373
H -0.099 -4.774 4.833
H 6.423 1.173 -0.605
H 0.189 -5.572 -1.484
H -1.630 0.383 4.378
H -0.069 4.706 0.516
H 2.455 1.397 -1.808
H 3.926 0.394 1.869
H -4.493 3.810 0.903
H -6.113 -5.499 0.884
H 0.521 2.720 -1.227
H 3.189 -2.534 -0.934
H -4.933 3.065 4.712
H -4.717 0.389 1.385
H 0.588 -0.238 3.003
H 4.033 0.187 -3.147
H -2.506 -3.482 -0.193
H -2.066 5.569 0.239
H -2.797 2.178 5.578
H 2.959 2.094 -0.264
H 2.271 -1.233 4.400
H -0.454 1.304 -1.581
H -3.304 5.838 1.419
H 2.599 -1.474 -2.213
H -4.141 -5.274 -0.586
H 5.213 1.854 0.490
H -0.459 -3.208 -1.113
H 4.030 -1.353 1.654
H 1.637 3.006 1.121
H -1.824 -3.819 3.381
H 2.232 -2.829 1.992
H 5.409 -2.273 -0.077
H -6.452 -3.912 2.749
H 0.579 5.000 2.110
*
```

---

This record from OMol25 describes a structure of composition C36H44ClHfN6O3 in a non-equilibrium geometry. The level of theory is wB97M-V/def2-TZVPD.

Values from the calculation:
Energy relative to the best compared isomer or geometry (same formula, charge and spin) (eV): 1.070
LUMO energy (Eh): 0.0835
Largest force on an atom (Eh/bohr): 0.0331
Calculated total energy (a.u.): -2460.86100

```
! RIJCOSX wB97M-V def2-TZVPD def2/J DEFGRID3
* xyz -1 1
Hf -0.446 -0.228 0.383
Cl 3.661 5.991 2.270
O -4.346 1.828 -0.504
O -1.833 -2.060 -0.640
O -4.397 -0.290 1.454
N -4.078 -2.116 -0.846
N 0.996 0.093 -0.936
N -1.569 0.240 -1.934
N -2.575 0.760 0.522
N -2.732 -3.712 -1.885
N -1.874 1.529 3.104
C 0.948 0.595 2.105
C 2.121 1.311 -2.743
C 2.872 4.427 2.203
C 2.477 -1.084 -2.487
C -0.950 -1.818 2.015
C -3.549 0.118 4.058
C -3.286 1.233 -0.566
C -0.290 -4.179 1.338
C -2.014 1.271 5.473
C 1.096 -2.940 3.013
C 1.731 2.734 -2.342
C 1.849 0.111 -1.985
C -2.676 0.968 -1.913
C -1.434 1.799 4.330
C -3.096 0.415 5.330
C 3.261 -1.061 -3.634
C 2.996 2.043 2.095
C 2.777 -2.466 -0.364
C -2.835 -2.590 -1.094
C 1.602 1.923 2.093
C 0.293 3.022 -1.921
C 0.947 -3.060 -2.026
C 0.870 3.118 2.123
C -1.049 -0.092 -3.113
C 2.910 1.257 -3.887
C -3.308 1.427 -3.059
C 1.489 4.356 2.181
C -2.772 1.076 -4.284
C -0.311 -3.146 2.458
C 3.486 0.093 -4.365
C -2.901 0.701 2.976
C 2.696 3.253 -1.279
C -1.627 0.291 -4.311
C 3.633 3.274 2.152
C -3.379 0.380 1.576
C 2.336 -2.445 -1.827
H 3.595 1.140 2.049
H -3.572 -0.023 6.199
H 1.772 -2.590 2.231
H 1.503 -3.872 3.419
H -1.624 1.528 6.449
H -3.481 -3.936 -2.517
H 0.926 -4.096 -1.671
H 0.088 -5.144 1.691
H -1.799 -3.881 -2.224
H 3.709 -1.994 -3.966
H 1.701 -0.185 2.244
H 0.182 -2.500 -1.491
H 2.493 4.300 -1.037
H 4.100 0.089 -5.257
H -4.196 -1.381 -0.149
H -4.372 -0.557 3.875
H -0.124 -0.651 -3.085
H 2.756 -3.485 0.032
H -2.002 -2.042 1.775
H 3.794 -2.079 -0.272
H -0.213 3.065 2.076
H 1.096 -2.191 3.809
H 0.055 2.534 -0.977
H -1.165 -0.005 -5.243
H 3.029 -3.101 -2.363
H -1.289 -4.333 0.923
H 1.896 3.330 -3.246
H -0.997 -1.198 2.928
H -4.886 -2.646 -1.117
H -3.233 1.411 -5.205
H -0.575 2.458 4.395
H 0.262 0.536 2.957
H 0.354 -3.840 0.525
H 3.091 2.186 -4.421
H -4.195 2.035 -2.954
H -0.910 -3.571 3.277
H -0.417 2.692 -2.680
H 4.713 3.339 2.147
H 0.689 -3.061 -3.091
H 2.133 -1.834 0.246
H 2.588 2.663 -0.372
H 0.166 4.101 -1.791
H 3.731 3.170 -1.619
H 0.904 5.267 2.193
*
```